Computed, not measured: a cluster of 9 separate species, C2H22N2O8 in total, with ωB97M-V with the def2-TZVPD basis set.

Each line ends with the Löwdin charge.
Atoms and positions in Å:
C  -2.141  -3.208  0.964  -0.0789
N  -1.400  -2.053  1.471  -0.0681
C  -1.375  -1.591  2.737  -0.2611
N  -0.670  -0.472  2.754  0.0201
H  -2.946  -3.440  1.616  0.0669
H  -2.416  -2.886  -0.039  0.0771
H  -1.481  -4.068  0.844  0.0702
H  -0.801  -1.567  0.827  0.1059
H  -1.959  -2.072  3.537  0.1322
H  -0.657  0.122  3.550  0.0129
H  -1.185  1.239  -0.205  0.0428
H  -0.650  1.151  1.225  0.0159
O  -1.206  1.709  0.661  -0.0859
H  0.504  -3.281  -2.249  0.0472
H  -0.373  -4.335  -1.920  0.0397
O  -0.303  -3.396  -1.719  -0.0642
H  0.605  0.769  -1.827  0.0333
H  0.374  -0.575  -1.085  0.0258
O  -0.060  0.092  -1.620  -0.0594
H  3.941  0.732  0.975  0.0496
H  2.808  1.593  0.935  0.0201
O  3.317  1.056  0.315  -0.0567
H  -0.842  3.115  -0.318  -0.0305
H  -2.099  3.975  -0.070  0.0516
O  -1.259  3.967  -0.560  -0.0858
H  3.235  -1.406  -0.304  0.0354
H  3.134  -0.529  -1.508  0.0064
O  3.187  -1.459  -1.280  -0.0727
H  1.790  3.450  -0.032  0.0451
H  0.531  3.322  0.834  0.0096
O  1.484  3.531  0.881  -0.0572
H  -0.169  1.487  -3.514  0.0296
H  -0.872  2.682  -2.760  0.0320
O  -0.046  2.348  -3.117  -0.0488

Its structure (SMILES) is [H]/N=C/NC.O.O.O.O.O.O.O.O. The LUMO energy comes out at 0.316 eV. The calculation puts the relative energy (zero: lowest compared OMol25 entry of this formula, charge and spin) at 49.6 kcal per mole. The gap between HOMO and LUMO comes out at 8.99 eV. As for the total energy: -21790.648 eV.